# 1
The following is a quantum chemistry calculation of one molecule with the formula C6H7IN4 in a non-equilibrium geometry, from the Open Molecules 2025 dataset.

Computed properties:
Spin multiplicity: 1
LUMO level (eV): 0.52
ΔE to the lowest compared entry with this formula, charge and spin (kJ/mol): 0.00
Structure (SMILES): C[C@H]1N=C(I)c2[nH]cnc2N1
Energy (Ha): -749.50744

Cartesian coordinates (Å):
C (1.37022, -1.94607, 0.27426)
C (0.33254, -1.19502, 1.16425)
N (0.95490, 0.01524, 1.65913)
C (0.76118, 1.10018, 0.90026)
I (1.82510, 2.74542, 1.57099)
C (-0.19507, 1.14722, -0.12542)
N (-0.65147, 2.18097, -0.98902)
C (-1.69081, 1.59502, -1.62108)
N (-2.11271, 0.45406, -1.14767)
C (-1.08800, 0.14027, -0.23044)
N (-0.89233, -1.03580, 0.39146)
H (1.55476, -1.60294, -0.74331)
H (1.05753, -2.87127, 0.03686)
H (2.32307, -2.00432, 0.60072)
H (0.11813, -1.98318, 2.05792)
H (-0.11402, 2.90167, -1.39796)
H (-2.12497, 2.14393, -2.48193)
H (-1.42806, -1.78537, 0.08096)

---

# 2
The following is a quantum chemistry calculation of C6H7INO4 as an isolated structure in a non-equilibrium geometry, from the Open Molecules 2025 dataset.

Computed properties:
Spin multiplicity: 1
LUMO level (eV): 2.13
ΔE to the lowest compared entry with this formula, charge and spin (kJ/mol): 748.84
Charge: -1
Energy (Ha): -885.91207

Cartesian coordinates (Å):
C (2.19004, -2.05169, -0.08414)
C (1.17612, -1.28922, -0.74958)
C (0.46268, -0.18965, -0.11525)
C (0.80575, 1.32771, -0.51735)
C (-0.18157, 1.96630, 0.45592)
O (0.01690, 2.91506, 1.26258)
O (-1.34130, 1.22906, 0.30829)
C (-1.05026, -0.03705, -0.29745)
O (-1.73906, -1.12581, 0.29120)
N (-3.02253, -1.15179, -0.31370)
O (-3.82615, -0.92602, 0.49632)
H (3.21718, -1.66802, -0.03910)
H (1.98246, -3.00206, 0.41958)
H (0.94924, -1.55924, -1.79652)
H (0.57327, -0.14137, 0.97864)
H (1.85187, 1.62556, -0.43170)
H (0.35228, 1.57210, -1.48954)
H (-1.40681, 0.01979, -1.33945)
I (-1.01012, 2.48635, 2.96124)

---

# 3
The following is a quantum chemistry calculation of C6H7MgO6 as an isolated structure in a non-equilibrium geometry, from the Open Molecules 2025 dataset.

Computed properties:
Spin multiplicity: 2
LUMO level (spin up / spin down) (eV): -1.19 / -1.20
ΔE to the lowest compared entry with this formula, charge and spin (kJ/mol): 0.00
Energy (Ha): -884.37103

Cartesian coordinates (Å):
O (0.07869, 0.19781, 1.60057)
O (-1.83660, -0.74816, 0.74695)
C (-2.65185, 0.37507, 0.46092)
C (-1.96209, 0.97538, -0.75731)
O (-0.58653, 0.69247, -0.51273)
C (-0.50015, -0.38598, 0.56453)
H (-3.67040, 0.02731, 0.25935)
H (-2.66464, 1.07485, 1.31080)
H (-2.11063, 2.05681, -0.85240)
H (-2.27600, 0.47434, -1.68408)
Mg (0.93015, 1.61579, 0.55363)
O (2.86848, 1.83831, 0.18280)
O (2.37175, -0.25421, 0.06966)
C (1.67688, -1.29495, -0.41735)
C (0.27126, -1.57381, -0.03673)
O (4.52613, 0.28518, -0.03050)
C (3.38812, 0.68910, 0.02674)
H (2.19914, -1.72337, -1.27208)
H (-0.29608, -1.93159, -0.91124)
H (0.24436, -2.39032, 0.69846)